Record 1
ORCA calculation (wB97M-V/def2-TZVPD) on a molecular structure, C25H43BrCaN2P2 in a non-equilibrium geometry.

The orbital gap is 3.8 eV. As for the total charge: +2. Its HOMO energy is -11.193 eV.

Atoms and positions in Å:
N1 1.992 -8.383 -2.717
C1 0.664 -8.466 -2.803
C2 -0.153 -7.366 -2.519
C3 0.430 -6.108 -2.222
C4 1.865 -6.042 -2.249
C5 2.597 -7.213 -2.519
C6 -0.379 -4.938 -1.956
Ca1 -1.488 -1.042 -2.033
P1 -1.216 5.043 -1.654
C7 0.091 -3.651 -2.145
C8 0.270 -2.726 -1.050
C9 0.914 -1.493 -1.319
C10 1.234 -0.622 -0.267
C11 0.535 -0.719 0.955
C12 -0.296 -1.837 1.146
C13 -0.261 -2.896 0.256
Br1 -1.319 1.343 -0.413
H1 -1.402 -5.142 -1.660
H2 0.565 -3.404 -3.120
H3 -1.235 -7.461 -2.565
H4 2.422 -5.123 -2.059
H5 0.204 -9.408 -3.110
H6 3.699 -7.199 -2.586
H7 1.130 -1.259 -2.394
H8 -0.530 -3.904 0.597
H9 1.929 0.201 -0.430
H10 -0.848 -1.922 2.089
P2 0.955 0.158 2.475
C14 -2.228 3.815 -2.558
C15 -2.473 4.336 -3.973
H11 -3.170 3.697 -2.005
H12 -1.731 2.835 -2.537
H13 -3.143 3.668 -4.516
H14 -2.915 5.338 -3.924
H15 -1.546 4.414 -4.545
C16 0.545 4.508 -1.600
C17 1.419 5.742 -1.346
H16 0.782 4.041 -2.568
H17 0.646 3.742 -0.820
H18 2.477 5.496 -1.463
H19 1.158 6.531 -2.061
H20 1.291 6.149 -0.338
C18 -1.751 4.945 0.096
C19 -2.857 5.962 0.387
H21 -0.868 5.118 0.736
H22 -2.098 3.922 0.281
H23 -3.165 5.883 1.432
H24 -2.487 6.975 0.189
H25 -3.757 5.794 -0.216
C20 -0.571 0.530 3.355
C21 -0.520 1.023 4.824
H26 -1.251 -0.345 3.297
H27 -1.066 1.296 2.715
H28 -0.737 0.233 5.553
H29 0.438 1.459 5.150
H30 -1.289 1.805 4.967
C22 2.024 1.549 2.099
C23 3.376 1.176 1.478
H31 2.154 2.046 3.087
H32 1.432 2.244 1.466
H33 4.043 0.707 2.208
H34 3.303 0.494 0.625
H35 3.876 2.084 1.129
C24 1.999 -1.019 3.334
C25 1.290 -2.148 4.096
H36 2.616 -0.395 3.994
H37 2.676 -1.464 2.589
H38 1.748 -3.107 3.809
H39 1.403 -2.018 5.181
H40 0.217 -2.235 3.869
N2 -3.232 -1.304 -0.493
H41 -4.059 -0.754 -0.737
H42 -2.849 -0.901 0.372
H43 -3.519 -2.285 -0.344

***

Record 2
ORCA calculation (wB97M-V/def2-TZVPD) on 2 unconnected molecules or ions with the total composition C6H17NO in a non-equilibrium geometry.

As for the structure (SMILES): CCCC[C@H](C)N.O. The orbital gap is 10.0 eV. As for the total charge: 0. Its HOMO energy is -9.075 eV.

Atoms and positions in Å:
C1 2.143 -1.561 -0.591
C2 1.640 -0.239 -0.022
C3 0.132 0.004 -0.062
C4 -0.580 -0.038 -1.421
C5 -0.578 1.325 -2.130
C6 -1.561 2.359 -1.527
N1 2.017 -0.062 1.408
H1 1.424 -2.031 -1.264
H2 2.444 -2.247 0.198
H3 3.024 -1.311 -1.196
H4 2.066 0.638 -0.526
H5 -0.101 0.970 0.381
H6 -0.352 -0.707 0.606
H7 -1.612 -0.394 -1.403
H8 -0.022 -0.692 -2.094
H9 -0.818 1.235 -3.183
H10 0.379 1.801 -2.064
H11 -2.618 2.178 -1.740
H12 -1.470 2.340 -0.439
H13 -1.297 3.335 -1.941
H14 2.460 -0.870 1.836
H15 2.665 0.708 1.548
H16 -3.436 -2.056 5.913
H17 -3.034 -2.125 4.429
O1 -2.914 -2.561 5.284

***

Record 3
ORCA calculation (wB97M-V/def2-TZVPD) on 7 unconnected molecules or ions with the total composition C15H48O19P4 in a non-equilibrium geometry.

As for the structure (SMILES): COP(=O)(OC)OC.COP(=O)(OC)OC.COP(=O)(OC)OC.COP(=O)(OC)OC.CO.CO.CO. The orbital gap is 10.2 eV. As for the total charge: 0. Its HOMO energy is -9.981 eV.

Atoms and positions in Å:
C1 -4.872 17.146 -1.872
O1 -5.912 16.312 -2.398
P1 -6.523 15.118 -1.561
O2 -7.962 14.854 -1.724
O3 -5.571 13.897 -2.015
C2 -5.781 12.617 -1.413
O4 -6.060 15.389 -0.048
C3 -6.731 14.838 1.070
H1 -5.232 18.172 -1.990
H2 -3.975 17.072 -2.481
H3 -4.663 17.006 -0.817
H4 -6.798 12.265 -1.588
H5 -5.581 12.616 -0.345
H6 -5.135 11.935 -1.960
H7 -7.066 15.624 1.757
H8 -6.048 14.234 1.671
H9 -7.616 14.290 0.748
C4 -10.237 12.878 2.161
O5 -9.159 12.521 1.291
P2 -8.836 10.976 1.037
O6 -7.661 10.725 0.197
O7 -10.221 10.404 0.555
C5 -10.315 9.132 -0.077
O8 -8.722 10.306 2.498
C6 -7.754 10.802 3.413
H10 -11.107 13.222 1.607
H11 -9.941 13.694 2.824
H12 -10.448 12.038 2.826
H13 -10.562 9.220 -1.133
H14 -11.044 8.469 0.391
H15 -9.376 8.578 -0.002
H16 -7.118 11.579 2.983
H17 -7.104 10.008 3.778
H18 -8.278 11.217 4.278
C7 -6.705 9.224 -3.382
O9 -8.081 9.065 -3.087
P3 -9.190 9.748 -4.012
O10 -10.559 9.536 -3.525
O11 -8.893 9.163 -5.476
C8 -9.557 9.700 -6.594
O12 -8.779 11.279 -4.204
C9 -9.086 12.241 -3.193
H19 -6.534 9.538 -4.416
H20 -6.164 8.292 -3.230
H21 -6.243 10.002 -2.771
H22 -8.883 10.234 -7.261
H23 -10.390 10.377 -6.377
H24 -10.051 8.900 -7.151
H25 -8.323 13.012 -3.136
H26 -9.096 11.795 -2.188
H27 -10.098 12.613 -3.358
C10 -1.409 7.082 -0.564
O13 -0.375 6.531 -1.399
P4 0.968 7.402 -1.545
O14 0.854 8.853 -1.721
O15 1.835 6.954 -0.275
C11 2.106 5.576 -0.003
O16 1.628 6.588 -2.746
C12 2.760 7.130 -3.399
H28 -1.579 6.397 0.267
H29 -2.325 7.062 -1.155
H30 -1.245 8.101 -0.225
H31 2.740 5.581 0.879
H32 2.533 5.040 -0.848
H33 1.160 5.108 0.286
H34 2.836 8.218 -3.306
H35 2.687 6.934 -4.466
H36 3.703 6.756 -2.996
C13 -3.401 8.547 3.830
O17 -3.825 9.871 3.468
H37 -3.697 8.325 4.856
H38 -3.852 7.845 3.133
H39 -2.319 8.440 3.715
H40 -3.572 10.461 4.182
C14 -4.525 9.448 -0.102
O18 -3.507 9.031 0.800
H41 -4.280 10.465 -0.409
H42 -4.519 8.792 -0.973
H43 -5.526 9.341 0.317
H44 -3.616 9.460 1.661
C15 -0.580 10.736 1.957
O19 0.648 11.423 1.817
H45 -0.850 10.190 1.051
H46 -0.504 10.040 2.791
H47 -1.375 11.457 2.180
H48 0.663 11.953 1.019

***

Record 4
ORCA calculation (wB97M-V/def2-TZVPD) on 2 unconnected molecules or ions with the total composition F2H2NP in a non-equilibrium geometry.

As for the structure (SMILES): [H]/N=P\F.F. The orbital gap is 11.0 eV. As for the total charge: 0. Its HOMO energy is -11.787 eV.

Atoms and positions in Å:
N1 -0.418 0.130 0.102
F1 1.353 -0.265 -2.450
F2 -1.285 -0.072 2.620
P1 -1.354 0.803 1.105
H1 1.368 -0.104 -1.584
H2 0.336 -0.493 0.208

***

Record 5
ORCA calculation (wB97M-V/def2-TZVPD) on C20H31N3O3 in the gas phase in a non-equilibrium geometry.

As for the structure (SMILES): CN(C)CCCN(Cc1ccc2c(c1)OCO2)C(=O)NC1CCCCC1. The orbital gap is 8.9 eV. As for the total charge: 0. Its HOMO energy is -8.159 eV.

Atoms and positions in Å:
C1 3.063 3.876 -0.387
N1 2.214 2.778 0.026
C2 2.854 2.009 1.074
H1 2.175 1.241 1.436
H2 3.090 2.675 1.904
H3 3.784 1.528 0.733
C3 1.831 1.949 -1.106
C4 0.615 1.079 -0.791
H4 -0.170 1.724 -0.395
H5 0.871 0.355 -0.018
C5 0.140 0.302 -2.036
N2 -0.239 -1.066 -1.762
C6 -1.328 -1.431 -1.005
O1 -1.528 -2.590 -0.686
N3 -2.184 -0.430 -0.671
H6 -1.988 0.521 -0.925
C7 -3.376 -0.666 0.113
C8 -4.626 -0.224 -0.649
C9 -5.878 -0.497 0.180
C10 -5.797 0.222 1.523
C11 -4.548 -0.212 2.284
C12 -3.296 0.062 1.458
H7 -2.407 -0.271 1.998
H8 -3.202 1.137 1.280
H9 -4.609 -1.280 2.501
H10 -4.487 0.321 3.236
H11 -6.688 0.003 2.115
H12 -5.765 1.301 1.356
H13 -5.968 -1.572 0.349
H14 -6.763 -0.168 -0.368
H15 -4.679 -0.758 -1.600
H16 -4.557 0.846 -0.865
H17 -3.411 -1.747 0.282
C13 0.764 -2.085 -2.026
C14 2.000 -1.876 -1.189
C15 3.201 -1.497 -1.764
C16 4.336 -1.232 -0.998
C17 4.208 -1.348 0.363
C18 3.002 -1.733 0.952
C19 1.889 -2.009 0.200
H18 0.959 -2.315 0.652
O2 3.152 -1.763 2.314
C20 4.489 -1.393 2.565
O3 5.142 -1.127 1.343
H19 4.509 -0.490 3.196
H20 5.007 -2.212 3.089
H21 5.269 -0.940 -1.449
H22 3.270 -1.406 -2.838
H23 1.015 -2.069 -3.092
H24 0.296 -3.041 -1.780
H25 -0.686 0.824 -2.531
H26 0.962 0.254 -2.754
H27 2.665 1.304 -1.437
H28 1.572 2.618 -1.932
H29 3.281 4.500 0.479
H30 4.016 3.538 -0.824
H31 2.538 4.482 -1.124

***

Record 6
ORCA calculation (wB97M-V/def2-TZVPD) on 2 unconnected molecules or ions with the total composition C3H9N2O in a non-equilibrium geometry.

The orbital gap (alpha / beta) is 4.9 / 7.6 eV. As for the total charge: -1. Its HOMO energy (alpha / beta) is -1.254 / -3.424 eV.

Atoms and positions in Å:
C1 0.240 -0.928 0.947
C2 -1.260 -0.108 -0.922
C3 -0.908 0.024 0.641
N1 2.305 1.207 -0.418
N2 -0.327 1.423 0.903
O1 -1.030 2.379 0.521
H1 1.046 -0.574 0.444
H2 0.543 -0.853 2.109
H3 0.111 -2.026 0.637
H4 -1.984 0.711 -0.899
H5 -1.886 -0.949 -1.358
H6 -0.429 0.209 -1.473
H7 -1.946 0.090 1.153
H8 1.495 1.281 -0.999
H9 2.032 1.618 0.481

***

Record 7
ORCA calculation (wB97M-V/def2-TZVPD) on 10 unconnected molecules or ions with the total composition C19H61N17O10 in a non-equilibrium geometry.

As for the structure (SMILES): COC[C@H](C)N.COC[C@H](C)N.COC[C@H](C)N.NC(N)=O.NC(N)=O.NC(N)=O.NC(N)=O.NC(N)=O.NC(N)=O.NC(N)=O. The orbital gap is 9.0 eV. As for the total charge: 0. Its HOMO energy is -8.645 eV.

Atoms and positions in Å:
C1 -3.942 -6.178 -0.929
C2 -4.462 -5.806 -2.335
C3 -4.628 -4.256 -2.583
O1 -5.763 -3.702 -2.071
C4 -5.887 -2.313 -2.265
N1 -3.725 -6.344 -3.537
H1 -3.978 -7.268 -0.771
H2 -4.710 -5.721 -0.195
H3 -2.981 -5.700 -0.721
H4 -5.491 -6.164 -2.393
H5 -4.582 -4.040 -3.660
H6 -3.728 -3.766 -2.225
H7 -5.116 -1.779 -1.710
H8 -6.873 -1.979 -1.869
H9 -5.761 -1.973 -3.281
H10 -2.999 -5.724 -3.909
H11 -3.480 -7.313 -3.406
C5 2.579 -0.214 -2.997
C6 3.716 -1.084 -2.388
C7 4.724 -0.196 -1.730
O2 5.348 0.560 -2.708
C8 6.460 1.332 -2.382
N2 3.164 -1.982 -1.303
H12 3.039 0.647 -3.469
H13 1.816 0.089 -2.259
H14 2.011 -0.706 -3.799
H15 4.164 -1.614 -3.225
H16 5.437 -0.833 -1.126
H17 4.052 0.380 -1.028
H18 7.420 0.819 -2.651
H19 6.509 1.884 -1.423
H20 6.430 2.205 -3.060
H21 2.181 -2.189 -1.560
H22 3.555 -2.936 -1.287
C9 0.601 0.381 0.359
C10 -0.306 0.654 1.482
C11 0.245 0.355 2.841
O3 0.339 -1.063 3.058
C12 0.462 -1.500 4.385
N3 -0.619 2.037 1.618
H23 0.887 -0.687 0.483
H24 1.461 0.997 0.290
H25 0.141 0.298 -0.653
H26 -1.133 -0.054 1.388
H27 -0.488 0.785 3.594
H28 1.224 0.859 2.865
H29 0.064 -2.490 4.544
H30 -0.171 -0.936 5.061
H31 1.505 -1.480 4.693
H32 -1.365 2.454 2.139
H33 -0.141 2.789 1.059
C13 2.573 3.717 1.323
O4 3.122 2.932 0.582
N4 1.523 4.419 0.983
N5 3.099 3.963 2.539
H34 1.152 4.384 0.040
H35 0.963 4.828 1.694
H36 3.950 3.504 2.832
H37 2.871 4.759 3.113
C14 -3.943 -0.687 2.150
O5 -4.640 -0.484 1.177
N6 -3.561 0.169 3.131
N7 -3.538 -1.973 2.420
H38 -2.612 0.048 3.487
H39 -3.761 1.133 2.902
H40 -3.835 -2.664 1.756
H41 -3.286 -2.279 3.329
C15 5.428 1.193 2.622
O6 5.811 0.849 3.728
N8 4.665 0.523 1.746
N9 5.794 2.440 2.098
H42 4.188 -0.340 2.085
H43 4.403 1.005 0.889
H44 5.841 2.551 1.124
H45 6.513 2.855 2.601
C16 1.030 3.859 -2.704
O7 0.242 4.294 -1.847
N10 0.600 3.964 -4.026
N11 2.265 3.455 -2.398
H46 0.800 3.099 -4.498
H47 -0.413 4.035 -4.035
H48 2.948 3.216 -3.140
H49 2.486 3.376 -1.433
C17 -4.719 3.427 1.695
O8 -3.539 3.414 2.075
N12 -5.243 2.528 0.888
N13 -5.533 4.486 2.006
H50 -6.189 2.753 0.591
H51 -4.727 1.771 0.564
H52 -6.494 4.652 1.676
H53 -5.166 5.387 2.199
C18 3.752 -3.217 1.685
O9 4.344 -3.695 0.732
N14 3.125 -1.947 1.743
N15 3.528 -3.992 2.857
H54 2.880 -1.734 0.782
H55 2.394 -1.929 2.396
H56 3.968 -4.873 2.692
H57 3.701 -3.609 3.767
C19 -3.712 1.148 -2.293
O10 -4.881 0.813 -2.276
N16 -2.850 0.697 -1.332
N17 -3.124 1.984 -3.222
H58 -2.158 1.334 -0.906
H59 -3.342 0.058 -0.744
H60 -2.188 2.265 -3.037
H61 -3.709 2.599 -3.760

***

Record 8
ORCA calculation (wB97M-V/def2-TZVPD) on 2 unconnected molecules or ions with the total composition C4H9N2OP in a non-equilibrium geometry.

The orbital gap (alpha / beta) is 7.9 / 8.1 eV. As for the total charge: 0. Its HOMO energy (alpha / beta) is -7.265 / -7.371 eV.

Atoms and positions in Å:
C1 0.736 2.980 -1.447
C2 -0.040 -0.713 0.956
C3 0.223 -2.137 1.012
C4 -1.348 -0.206 -1.464
N1 0.715 0.478 1.138
N2 -0.540 0.221 1.816
O1 -0.679 0.943 -1.690
P1 -0.593 2.370 -0.741
H1 1.273 4.040 -1.318
H2 1.294 2.374 -2.050
H3 1.232 -2.436 1.370
H4 0.072 -2.718 0.061
H5 -0.638 -2.405 1.714
H6 -2.411 -0.246 -1.233
H7 -1.117 -1.043 -2.119
H8 1.456 0.617 1.824
H9 -1.208 0.795 1.405

***

Record 9
ORCA calculation (wB97M-V/def2-TZVPD) on 4 unconnected molecules or ions with the total composition C4H14NO3.

The orbital gap is 9.4 eV. As for the total charge: +1. Its HOMO energy is -13.569 eV.

Atoms and positions in Å:
C1 -1.118 -3.010 -0.301
C2 -1.243 -1.559 0.007
C3 -0.251 -0.778 0.436
N1 -0.489 0.609 0.534
C4 0.364 1.501 0.852
H1 -1.533 -3.632 0.495
H2 -0.069 -3.283 -0.411
H3 -1.630 -3.206 -1.239
H4 -2.221 -1.091 -0.103
H5 0.738 -1.152 0.641
H6 -1.480 0.898 0.431
H7 -0.027 2.508 0.876
H8 1.378 1.242 1.131
H9 -3.206 2.133 1.262
H10 -3.958 1.510 0.100
O1 -3.063 1.682 0.416
H11 2.854 0.301 -0.375
H12 3.682 -0.643 0.545
O2 2.842 -0.181 0.473
H13 2.266 2.564 -1.697
H14 3.409 1.853 -2.387
O3 2.754 1.733 -1.689

***

Record 10
ORCA calculation (wB97M-V/def2-TZVPD) on 2 unconnected molecules or ions with the total composition C3H10NS in a non-equilibrium geometry.

The orbital gap is 9.3 eV. As for the total charge: +1. Its HOMO energy is -13.020 eV.

Atoms and positions in Å:
C1 0.008 1.540 1.804
C2 -0.096 -0.734 -1.889
C3 0.291 -0.172 0.423
N1 -0.282 0.239 -0.824
S1 -0.485 -1.591 1.149
H1 0.982 1.962 1.525
H2 -1.051 2.030 1.547
H3 0.148 0.861 2.656
H4 -0.527 -1.751 -1.622
H5 -0.482 -0.482 -2.853
H6 0.993 -0.709 -2.077
H7 1.397 -0.303 0.324
H8 -1.361 0.345 -0.567
H9 0.044 1.130 -1.258
H10 0.421 -2.366 1.661

***

Record 11
ORCA calculation (wB97M-V/def2-TZVPD) on a gas-phase ion, C9H19N2S (charge +1) in a non-equilibrium geometry.

The orbital gap is 9.0 eV. As for the total charge: +1. Its HOMO energy is -12.750 eV.

Atoms and positions in Å:
C1 0.139 0.925 0.593
C2 -0.629 1.981 -0.343
C3 -1.548 0.359 -1.627
C4 -0.611 -0.640 -0.939
C5 0.489 -2.796 0.680
C6 2.382 -1.080 0.768
C7 0.552 -1.195 2.526
C8 -1.398 2.585 -2.593
C9 0.881 -1.310 1.005
N1 -0.812 1.555 -1.685
N2 -0.016 -0.320 0.278
S1 0.982 1.700 1.878
H1 -1.546 2.171 0.197
H2 0.058 2.940 -0.367
H3 -1.703 -0.015 -2.607
H4 -2.528 0.386 -1.175
H5 -1.046 -1.600 -0.968
H6 0.314 -0.866 -1.586
H7 -0.634 -3.046 0.715
H8 0.835 -3.166 -0.341
H9 1.031 -3.391 1.489
H10 2.520 0.030 0.625
H11 2.722 -1.805 -0.055
H12 2.938 -1.279 1.695
H13 1.161 -0.509 3.150
H14 -0.420 -0.738 2.751
H15 0.488 -2.307 2.914
H16 -0.875 3.594 -2.507
H17 -1.543 2.233 -3.647
H18 -2.515 2.729 -2.406
H19 0.333 2.873 1.581

***

For reference, electronic energy by record: -5021.71157, -368.77871, -3395.60672, -597.04684, -1170.69889, -304.28194, -2443.96337, -683.64673, -441.02314, -572.85995, -861.70110 hartree.
For reference, ΔE to the lowest compared entry with this formula, charge and spin by record: 0.00, 13.89, 8.43, 45.15, 42.49, 115.47, 72.78, 156.62, 22.13, 87.36, 37.58 kcal/mol.